The following is a DFT calculation (ωB97M-V/def2-TZVPD) of a structure of composition C62H51O6P3SSiSr.

Geometry (Å):
Sr (1.6652, -0.6231, -1.9620)
C (5.2716, -1.4045, 4.0833)
C (4.3900, -1.3467, 5.1610)
C (3.0743, -0.9494, 4.9776)
C (2.6026, -0.6233, 3.6969)
C (3.4734, -0.8046, 2.5923)
C (4.8059, -1.0964, 2.8273)
P (0.9128, -0.0150, 3.2008)
C (0.0875, 0.0945, 4.8391)
C (-0.3113, 1.2693, 5.4296)
C (-1.0095, 1.2503, 6.6351)
C (-1.1978, 0.0422, 7.2996)
C (-0.8513, -1.1619, 6.7245)
C (-0.2967, -1.1119, 5.4353)
C (1.3718, 1.7916, 2.8676)
C (2.3355, 2.3717, 3.6559)
C (2.9887, 3.5495, 3.3020)
C (2.6175, 4.1636, 2.1217)
C (1.6002, 3.5941, 1.3364)
C (0.9567, 2.3672, 1.6656)
Si (-0.0165, 1.4683, 0.2591)
C (-1.6349, 0.8754, 1.2671)
C (-2.1362, 1.8333, 2.1183)
C (-3.0643, 1.5885, 3.0931)
C (-3.6100, 0.3442, 3.1933)
C (-3.2150, -0.6676, 2.2865)
C (-2.2743, -0.4028, 1.2411)
P (-1.5605, -1.7180, 0.1151)
C (-2.9521, -2.8641, -0.4311)
C (-4.2976, -2.7294, -0.2791)
C (-5.1271, -3.6679, -0.8901)
C (-4.6424, -4.7178, -1.6306)
C (-3.2631, -4.8101, -1.9031)
C (-2.4391, -3.8669, -1.2968)
C (-0.9332, -2.9392, 1.3083)
C (0.4276, -3.1818, 1.3508)
C (0.9931, -4.1121, 2.1928)
C (0.2089, -4.8004, 3.1167)
C (-1.1749, -4.5648, 3.1017)
C (-1.7233, -3.6574, 2.2336)
C (-0.9450, 2.8920, -0.7420)
C (-1.1741, 4.1508, -0.1934)
C (-1.7591, 5.1738, -0.9342)
C (-2.1309, 4.9039, -2.2698)
C (-1.9650, 3.6381, -2.7937)
C (-1.3574, 2.6109, -2.0528)
P (-1.2638, 0.8704, -2.6263)
C (-1.3091, 0.9615, -4.4732)
C (-0.2123, 0.5539, -5.2073)
C (-0.3192, 0.5239, -6.6007)
C (-1.4617, 0.9934, -7.2479)
C (-2.5473, 1.4255, -6.5145)
C (-2.4814, 1.3144, -5.1380)
C (-3.0302, 0.3791, -2.3881)
C (-3.5833, -0.6848, -3.1129)
C (-4.9180, -0.9249, -3.0652)
C (-5.7322, -0.2472, -2.1619)
C (-5.2149, 0.7297, -1.3351)
C (-3.8602, 1.0817, -1.4834)
H (6.3116, -1.6567, 4.2015)
H (4.7047, -1.6191, 6.1714)
H (2.4045, -0.8854, 5.7983)
H (3.1047, -0.5412, 1.6185)
H (5.4690, -1.1873, 1.9519)
H (-0.2323, 2.1776, 4.9009)
H (-1.3721, 2.1448, 7.1037)
H (-1.6661, 0.1391, 8.2737)
H (-1.0691, -2.1236, 7.1689)
H (-0.1723, -2.0327, 4.8584)
H (2.6660, 1.8808, 4.5573)
H (3.8793, 3.9113, 3.8673)
H (3.0733, 5.0587, 1.7863)
H (1.3371, 4.0706, 0.4177)
H (-1.7051, 2.8286, 2.0654)
H (-3.3066, 2.3712, 3.7803)
H (-4.3590, 0.1447, 3.9318)
H (-3.7202, -1.6299, 2.4225)
H (-4.7168, -1.9039, 0.2630)
H (-6.1885, -3.5923, -0.6668)
H (-5.3394, -5.5221, -1.9508)
H (-2.8458, -5.5498, -2.5640)
H (-1.3670, -3.9284, -1.4364)
H (1.0645, -2.7041, 0.6100)
H (2.0582, -4.3264, 2.0947)
H (0.6668, -5.5629, 3.7785)
H (-1.8388, -5.0620, 3.7520)
H (-2.7868, -3.4868, 2.2353)
H (-0.8992, 4.3137, 0.8211)
H (-1.9837, 6.0709, -0.3539)
H (-2.5740, 5.6692, -2.8722)
H (-2.2710, 3.4642, -3.8171)
H (0.6724, 0.2794, -4.7149)
H (0.5420, 0.2216, -7.2007)
H (-1.4681, 1.0526, -8.3155)
H (-3.4556, 1.7416, -7.0496)
H (-3.3418, 1.5905, -4.5554)
H (-2.9747, -1.2146, -3.8304)
H (-5.3681, -1.7711, -3.6511)
H (-6.7914, -0.5021, -2.1271)
H (-5.8682, 1.2454, -0.6619)
H (-3.5058, 1.9693, -0.9912)
O (5.0843, -1.0855, -4.4482)
C (4.4538, -0.2255, -3.8360)
O (3.1837, -0.2311, -3.6251)
C (5.2264, 0.9521, -3.2471)
C (6.2402, 1.4708, -4.0356)
C (7.0063, 2.5691, -3.6359)
C (6.7561, 3.0595, -2.3585)
C (5.7780, 2.5085, -1.5400)
C (4.9753, 1.4374, -1.9272)
S (3.7023, 0.8880, -0.7801)
H (6.3819, 1.0322, -5.0079)
H (7.7061, 3.0021, -4.3137)
H (7.3338, 3.9086, -1.9216)
H (5.6049, 2.9112, -0.5413)
O (1.5279, 1.8945, -2.9512)
H (1.8351, 2.6149, -2.4030)
H (2.3233, 1.5052, -3.3359)
O (1.7930, -4.1922, -2.5732)
C (0.8600, -3.7256, -3.2436)
O (0.2747, -2.6296, -3.0910)
H (0.5344, -4.3280, -4.0978)
O (3.2074, -2.4818, -1.2364)
H (3.9141, -2.2747, -1.8445)
H (2.7433, -3.2367, -1.6727)

The value obtained for the relative energy (zero: lowest compared OMol25 entry of this formula, charge and spin) is 0.0 kJ/mol. The total charge is -2. The spin multiplicity is 1. The value obtained for the orbital gap is 0.2027 hartree. The HOMO energy comes out at -1.58 eV. Its electronic energy is -4587.35287 Eh.

Results of the Löwdin charge analysis, in e, for atoms 1 through 99: Sr 1.10; C -0.11; C -0.11; C -0.10; C -0.34; C -0.09; C -0.09; P 1.15; C -0.38; C -0.09; C -0.09; C -0.12; C -0.09; C -0.10; C -0.38; C -0.12; C -0.10; C -0.09; C -0.11; C -0.33; Si 0.67; C -0.33; C -0.15; C -0.12; C -0.10; C -0.09; C -0.34; P 1.10; C -0.35; C -0.12; C -0.12; C -0.12; C -0.07; C -0.09; C -0.37; C -0.12; C -0.09; C -0.09; C -0.11; C -0.09; C -0.31; C -0.13; C -0.08; C -0.10; C -0.09; C -0.39; P 1.05; C -0.34; C -0.07; C -0.06; C -0.11; C -0.10; C -0.13; C -0.35; C -0.12; C -0.12; C -0.13; C -0.08; C -0.06; H 0.09; H 0.09; H 0.08; H 0.05; H 0.12; H 0.09; H 0.09; H 0.09; H 0.09; H 0.10; H 0.10; H 0.10; H 0.08; H 0.08; H 0.08; H 0.09; H 0.08; H 0.08; H 0.09; H 0.10; H 0.10; H 0.09; H 0.09; H 0.09; H 0.11; H 0.10; H 0.08; H 0.08; H 0.07; H 0.09; H 0.08; H 0.09; H 0.06; H 0.11; H 0.08; H 0.10; H 0.10; H 0.12; H 0.12; H 0.09